Entry 1:
A 2-piece molecular cluster, C5H10O overall, computed with wB97M-V/def2-TZVPD.

XYZ file:
```
16
Properties=species:S:1:pos:R:3
C 1.762 0.363 0.455
C 0.759 -0.167 -0.577
C -0.325 -0.986 0.069
C -0.379 -2.313 0.066
C -1.892 2.007 -0.110
O -2.044 1.595 -1.232
H 2.212 -0.468 1.008
H 1.279 1.022 1.188
H 2.566 0.929 -0.027
H 1.287 -0.786 -1.312
H 0.310 0.666 -1.132
H 0.367 -2.909 -0.458
H -1.169 -2.853 0.580
H -1.105 -0.438 0.600
H -0.894 2.284 0.285
H -2.738 2.125 0.594
```

HOMO-LUMO gap ... 0.379 hartree
HOMO ... -9.64 eV
Charge ... 0
Energy above the lowest of the compared OMol25 structures with the same formula, charge and spin ... 1.759 eV

Entry 2:
C15H29FI2O4Si as an isolated structure, computed with wB97M-V/def2-TZVPD.

XYZ file:
```
52
Properties=species:S:1:pos:R:3
C 2.252 -2.303 0.849
C 1.328 -1.112 0.895
I 2.364 0.709 0.713
C 0.004 -1.176 1.013
I -1.267 0.482 1.059
Si -0.885 -2.804 1.146
F -2.386 -2.715 0.589
H 3.200 -2.054 1.328
H 2.474 -2.559 -0.192
H 1.845 -3.166 1.377
H -0.931 -3.215 2.560
H -0.179 -3.874 0.416
C -4.760 -4.746 5.252
C -4.093 -3.956 4.149
O -3.249 -3.125 4.387
C -4.532 -4.258 2.737
H -4.359 -4.438 6.215
H -5.837 -4.575 5.236
H -4.581 -5.813 5.109
H -5.601 -4.064 2.632
H -4.342 -5.307 2.502
H -3.982 -3.624 2.046
C 1.200 2.629 -3.163
C 2.295 1.737 -3.695
O 3.170 1.312 -2.977
C 2.244 1.401 -5.166
H 1.346 2.791 -2.097
H 1.211 3.588 -3.683
H 0.226 2.162 -3.323
H 2.295 2.315 -5.760
H 1.308 0.892 -5.400
H 3.079 0.756 -5.428
C -6.015 1.930 1.592
C -4.779 2.393 2.324
O -3.706 2.460 1.773
C -4.948 2.765 3.776
H -5.762 1.691 0.562
H -6.426 1.043 2.078
H -6.775 2.712 1.607
H -5.320 1.907 4.339
H -5.668 3.579 3.873
H -3.991 3.077 4.186
C 6.089 1.937 -3.507
C 7.196 2.490 -4.370
O 7.091 2.558 -5.573
C 8.447 2.958 -3.662
H 5.257 1.632 -4.130
H 6.449 1.072 -2.947
H 5.749 2.690 -2.796
H 8.893 2.132 -3.107
H 8.201 3.752 -2.955
H 9.162 3.332 -4.390
```

HOMO-LUMO gap ... 0.332 hartree
HOMO ... -8.59 eV
Charge ... 0

Entry 3:
C21H28ClKN4O10S as an isolated structure, computed with wB97M-V/def2-TZVPD.

XYZ file:
```
66
Properties=species:S:1:pos:R:3
K -0.755 -0.402 -0.479
C -3.133 3.255 -0.533
C -2.766 2.397 0.647
C -3.584 1.345 1.035
C -3.206 0.478 2.058
C -4.099 -0.675 2.432
C -1.979 0.670 2.683
C -1.149 1.734 2.332
C 0.195 1.895 2.987
C -1.565 2.594 1.322
H -2.578 4.194 -0.526
H -4.202 3.477 -0.546
H -2.898 2.725 -1.458
H -4.513 1.164 0.504
H -3.987 -1.485 1.710
H -5.147 -0.367 2.429
H -3.842 -1.072 3.413
H -1.642 -0.045 3.426
H 0.589 2.903 2.834
H 0.897 1.171 2.561
H 0.133 1.708 4.061
H -0.918 3.413 1.023
O 2.980 -1.901 0.925
C 2.173 -1.103 0.409
O 1.356 -0.342 1.009
C 2.090 -1.062 -1.133
O 2.968 -0.415 -1.755
O 1.106 -1.676 -1.641
O -5.092 -0.681 -1.507
Cl -3.709 -1.003 -1.762
O -3.601 -1.863 -2.914
O -2.954 0.221 -1.993
O -3.138 -1.676 -0.600
C 1.399 -4.537 0.259
N 0.588 -3.832 1.240
C -0.735 -3.689 1.306
S -1.465 -3.043 2.707
N -1.559 -4.108 0.307
C -1.301 -4.177 -1.130
H 2.425 -4.453 0.605
H 1.357 -4.075 -0.723
H 1.108 -5.591 0.216
H 1.109 -3.263 1.898
H -2.505 -3.837 0.526
H -0.619 -4.985 -1.383
H -0.920 -3.241 -1.542
H -2.260 -4.373 -1.605
O 5.703 1.652 1.165
C 5.848 1.676 -0.238
N 4.607 1.638 -0.967
C 3.759 2.689 -0.803
O 4.000 3.657 -0.088
C 2.483 2.496 -1.560
C 2.491 2.233 -2.919
C 1.320 1.826 -3.527
C 0.220 1.596 -2.719
N 0.215 1.836 -1.410
C 1.312 2.323 -0.840
H 5.138 2.406 1.380
H 6.437 0.802 -0.508
H 6.379 2.584 -0.544
H 4.117 0.732 -1.110
H 3.415 2.301 -3.478
H 1.287 1.584 -4.581
H -0.682 1.145 -3.123
H 1.300 2.453 0.236
```

HOMO-LUMO gap ... 0.235 hartree
HOMO ... -2.20 eV
Charge ... -2
Energy above the lowest of the compared OMol25 structures with the same formula, charge and spin ... 0.842 eV

Entry 4:
A 2-piece molecular cluster, H4O2 overall, computed with wB97M-V/def2-TZVPD.

XYZ file:
```
6
Properties=species:S:1:pos:R:3
H 0.117 0.383 0.609
H 1.469 0.169 -0.040
H -0.362 -0.922 -1.134
H -1.540 -0.972 -0.202
O 1.065 0.517 0.781
O -1.025 -0.349 -0.685
```

HOMO-LUMO gap ... 0.423 hartree
HOMO ... -10.97 eV
Charge ... 0
Energy above the lowest of the compared OMol25 structures with the same formula, charge and spin ... 0.219 eV

Entry 5:
A 3-piece molecular cluster, C6H14N3O overall, computed with wB97M-V/def2-TZVPD.

XYZ file:
```
24
Properties=species:S:1:pos:R:3
C -2.405 0.662 0.126
C 2.344 -0.201 -0.222
C 1.656 -0.418 1.106
C 1.080 -0.700 -0.940
C 0.472 -1.039 0.378
C -1.279 -2.604 -0.236
N -3.536 0.675 -0.287
N -1.190 0.644 0.126
N 0.285 2.942 0.074
O -0.409 -1.887 0.685
H 2.549 0.769 -0.533
H 3.175 -0.762 -0.343
H 2.011 -1.026 1.900
H 1.120 0.566 1.510
H 0.579 0.035 -1.506
H 1.384 -1.563 -1.378
H -0.527 -3.291 -0.781
H -1.824 -1.771 -0.833
H -1.922 -3.091 0.379
H -4.312 1.166 -0.025
H -0.564 1.360 -0.190
H 1.080 3.474 -0.295
H -0.415 3.580 0.390
H 0.648 2.482 0.893
```

HOMO-LUMO gap ... 0.352 hartree
HOMO ... -13.55 eV
Charge ... +1
Energy above the lowest of the compared OMol25 structures with the same formula, charge and spin ... 3.154 eV

Entry 6:
C20H21N3O4S in the gas phase, computed with wB97M-V/def2-TZVPD.

XYZ file:
```
49
Properties=species:S:1:pos:R:3
C -6.916 -2.265 -0.409
H -6.366 -2.889 -1.120
O -6.083 -1.803 0.626
C -5.017 -1.022 0.307
C -4.226 -0.605 1.381
C -3.122 0.189 1.170
C -2.782 0.587 -0.123
C -3.568 0.172 -1.194
C -4.677 -0.625 -0.985
H -5.267 -0.933 -1.833
H -3.290 0.482 -2.188
C -1.623 1.407 -0.371
N -1.209 1.850 -1.519
N -0.085 2.548 -1.292
C 0.140 2.508 -0.020
O -0.815 1.820 0.637
C 1.259 3.172 0.706
H 0.965 4.214 0.880
C 2.524 3.147 -0.168
C 3.322 1.856 0.085
N 2.485 0.780 0.551
S 1.774 -0.229 -0.572
O 0.410 -0.487 -0.208
O 2.093 0.237 -1.885
C 2.719 -1.715 -0.247
C 3.910 -1.919 -0.918
C 4.676 -3.033 -0.616
C 4.245 -3.925 0.353
C 3.046 -3.714 1.017
C 2.279 -2.601 0.716
H 1.335 -2.413 1.203
H 2.711 -4.416 1.766
H 4.844 -4.793 0.589
H 5.607 -3.205 -1.135
H 4.207 -1.212 -1.676
C 1.829 0.998 1.819
C 1.520 2.485 2.049
H 2.368 2.977 2.529
H 0.653 2.581 2.703
H 2.465 0.613 2.628
H 0.908 0.413 1.796
H 4.100 2.020 0.840
H 3.791 1.517 -0.837
H 3.151 4.011 0.055
H 2.214 3.194 -1.211
H -2.513 0.504 2.004
H -4.505 -0.924 2.373
H -7.684 -2.865 0.077
H -7.390 -1.436 -0.944
```

HOMO-LUMO gap ... 0.318 hartree
HOMO ... -7.99 eV
Charge ... 0
Energy above the lowest of the compared OMol25 structures with the same formula, charge and spin ... 3.459 eV